1.
# C23H32N2O5

C23H32N2O5 in the gas phase (ωB97M-V/def2-TZVPD, the OMol25 dataset).

Each line ends with the natural charge from an NBO analysis.
Positions of all 62 atoms, in Å:
C: -0.808 -4.174 -0.818  -0.6338
C: 0.602 -3.653 -0.593  -0.0786
O: 0.639 -2.238 -0.806  -0.5088
C: 0.617 -1.449 0.252  0.8801
O: 0.717 -1.826 1.400  -0.6936
C: 0.642 0.021 -0.169  -0.1532
C: 2.118 0.327 -0.524  -0.3903
C: 3.050 0.315 0.694  -0.4461
C: 4.481 0.337 0.238  -0.0203
C: 5.136 1.540 0.009  -0.1638
C: 6.442 1.556 -0.447  -0.2216
C: 7.109 0.366 -0.682  -0.2221
C: 6.464 -0.838 -0.460  -0.2033
C: 5.158 -0.851 -0.004  -0.2132
N: 0.043 0.810 0.885  -0.6253
C: -0.424 2.157 0.599  -0.1261
C: 0.623 3.168 0.124  -0.6242
C: -1.563 2.070 -0.430  0.6897
O: -1.487 2.571 -1.536  -0.6243
N: -2.664 1.422 -0.006  -0.4274
C: -2.821 0.756 1.263  -0.1490
C: -1.914 -0.470 1.342  0.8633
O: -1.782 -1.249 0.426  -0.6765
O: -1.465 -0.696 2.575  -0.7086
C: -4.300 0.327 1.321  -0.3922
C: -4.957 0.798 0.013  -0.2177
C: -5.636 -0.338 -0.754  -0.3967
C: -4.476 -1.031 -1.464  -0.4156
C: -3.599 0.127 -1.935  -0.4138
C: -3.798 1.245 -0.892  -0.0403
H: -1.105 -4.017 -1.852  0.2106
H: -1.498 -3.630 -0.178  0.2363
H: -0.853 -5.234 -0.587  0.2120
H: 0.938 -3.864 0.427  0.2035
H: 1.306 -4.082 -1.311  0.1869
H: 0.033 0.127 -1.071  0.2419
H: 2.186 1.291 -1.026  0.2185
H: 2.445 -0.436 -1.235  0.2217
H: 2.865 -0.583 1.287  0.2263
H: 2.854 1.188 1.321  0.2046
H: 4.620 2.472 0.192  0.1978
H: 6.940 2.499 -0.619  0.2113
H: 8.129 0.378 -1.037  0.2124
H: 6.980 -1.770 -0.641  0.2118
H: 4.657 -1.793 0.171  0.2077
H: 0.616 0.777 1.721  0.3854
H: -0.851 2.526 1.541  0.2093
H: 1.525 3.103 0.729  0.2014
H: 0.215 4.172 0.213  0.2215
H: 0.862 3.003 -0.922  0.2293
H: -2.570 1.422 2.095  0.2163
H: -0.775 -1.391 2.538  0.5227
H: -4.789 0.762 2.191  0.2242
H: -4.367 -0.758 1.409  0.2191
H: -5.649 1.617 0.215  0.2159
H: -6.195 -1.003 -0.097  0.2090
H: -6.325 0.079 -1.490  0.2026
H: -4.809 -1.661 -2.288  0.2117
H: -3.915 -1.648 -0.763  0.2171
H: -2.551 -0.159 -1.995  0.2294
H: -3.916 0.481 -2.915  0.2086
H: -3.979 2.202 -1.389  0.2266

## Properties
Multiplicity: 1
HOMO-LUMO gap in eV: 9.687
Charge: 0
Largest force on an atom in eV Å⁻¹: 0.6

***

2.
# C3H13NO3

4 unconnected molecules or ions with the total composition C3H13NO3 in a non-equilibrium geometry (ωB97M-V/def2-TZVPD, the OMol25 dataset).

Each line ends with the natural charge from an NBO analysis.
Positions of all 20 atoms, in Å:
C: -2.709 0.985 0.190  -0.4280
C: -1.765 0.189 -0.343  -0.1766
C: -1.981 -1.089 -1.101  -0.2787
N: -0.764 -1.937 -1.247  -0.8508
H: -3.468 0.619 0.888  0.2090
H: -2.464 2.042 0.294  0.1857
H: -0.745 0.513 -0.118  0.2048
H: -2.799 -1.793 -0.928  0.2125
H: -2.110 -0.750 -2.129  0.2057
H: -0.270 -1.658 -2.079  0.3576
H: -0.200 -1.938 -0.412  0.3575
O: 2.033 -1.601 0.547  -0.9456
H: 1.855 -2.194 -0.189  0.4690
H: 2.960 -1.802 0.755  0.4826
O: 2.899 0.900 -0.729  -0.9539
H: 2.202 0.302 -0.449  0.4865
H: 2.477 1.726 -0.941  0.4624
O: 1.565 2.137 2.745  -0.9425
H: 2.396 2.618 2.821  0.4735
H: 0.886 2.731 2.425  0.4693

## Properties
Multiplicity: 1
HOMO-LUMO gap in eV: 9.354
Charge: 0
Largest force on an atom in eV Å⁻¹: 2.0

***

3.
# C11H35CsN2O7

A molecular structure, C11H35CsN2O7 in a non-equilibrium geometry (ωB97M-V/def2-TZVPD, the OMol25 dataset).

Each line ends with the natural charge from an NBO analysis.
Positions of all 56 atoms, in Å:
Cs: 0.203 22.551 -15.952  0.9784
O: -0.036 19.115 -15.859  -1.2801
H: 0.772 19.665 -15.864  0.4364
C: 2.392 16.541 -14.716  0.7440
O: 3.127 15.568 -14.497  -0.7197
N: 2.092 17.371 -13.745  -0.8388
N: 1.732 16.698 -15.831  -0.8449
H: 2.726 17.359 -12.959  0.4111
H: 1.461 18.108 -14.026  0.3966
H: 1.086 17.475 -15.842  0.4174
H: 1.786 15.989 -16.548  0.4091
C: -4.443 21.137 -16.157  -0.6267
C: -3.226 20.297 -16.481  -0.0760
O: -2.177 20.836 -15.762  -0.8145
H: -4.300 22.065 -16.710  0.1929
H: -4.652 21.393 -15.118  0.2111
H: -5.371 20.680 -16.502  0.2120
H: -3.100 20.211 -17.560  0.1668
H: -3.207 19.322 -15.994  0.1863
H: -1.570 20.093 -15.765  0.5159
C: -0.900 20.234 -11.210  -0.6287
C: -0.922 20.386 -12.734  -0.0563
O: 0.337 20.063 -13.365  -0.8000
H: -1.864 20.559 -10.819  0.2120
H: -0.108 20.928 -10.927  0.2043
H: -0.630 19.230 -10.884  0.2188
H: -1.147 21.412 -13.026  0.1369
H: -1.698 19.746 -13.156  0.1729
H: 0.058 19.671 -14.196  0.5010
C: 3.471 20.040 -15.728  -0.6317
C: 4.184 21.244 -16.286  -0.0578
O: 3.387 22.338 -16.097  -0.7605
H: 2.567 19.806 -16.290  0.1966
H: 3.185 20.306 -14.710  0.2180
H: 4.150 19.187 -15.727  0.2397
H: 4.292 21.131 -17.365  0.1566
H: 5.161 21.455 -15.851  0.1642
H: 3.926 23.132 -16.111  0.4782
C: -0.679 17.494 -20.098  -0.6306
C: -1.391 18.293 -19.002  -0.0712
O: -0.537 19.313 -18.531  -0.7778
H: 0.299 17.039 -19.938  0.2132
H: -0.578 18.117 -20.987  0.1998
H: -1.422 16.771 -20.435  0.2007
H: -1.771 17.644 -18.213  0.1770
H: -2.335 18.721 -19.340  0.1541
H: -0.308 19.076 -17.630  0.5079
C: -2.237 15.591 -13.690  -0.6364
C: -2.042 17.117 -14.018  -0.0601
O: -1.898 17.239 -15.401  -0.7536
H: -3.136 15.454 -13.090  0.1973
H: -1.372 15.175 -13.174  0.2117
H: -2.329 14.966 -14.578  0.2235
H: -1.184 17.544 -13.500  0.1592
H: -2.898 17.657 -13.612  0.1389
H: -1.247 17.928 -15.552  0.5049

## Properties
Multiplicity: 1
HOMO-LUMO gap in eV: 7.852
Charge: 0
Largest force on an atom in eV Å⁻¹: 4.5

***

Question: What is the charge in the first record?
Answer: 0

***

Question: Number 1 is which compound?
Answer: C23H32N2O5

***

Question: Which of these has the highest largest force on an atom?
Answer: C11H35CsN2O7

***

Question: Which formula does entry 1 have?
Answer: C23H32N2O5